Entry 1:
Computed, not measured: a molecular structure, C9H15ClI2N2OPY, with ωB97M-V with the def2-TZVPD basis set.

## Properties
- LUMO (eV) = -8.172
- total energy (Ha) = -1971.50465
- gap between HOMO and LUMO (eV) = 7.381
- E_HOMO (eV) = -15.553
- energy above the lowest of the compared OMol25 structures with the same formula, charge and spin (kJ/mol) = 0.0
- charge = +2

```
32
Properties=species:S:1:pos:R:3:lowdin_charge:R:1
I 2.194 1.430 0.252 0.38
I 1.842 -0.286 2.285 0.36
Y -1.128 -0.327 -0.442 1.12
P 1.364 -1.853 -1.262 0.64
C 3.138 -1.828 -0.786 -0.36
C 1.182 -3.678 -1.121 -0.28
H 0.717 -1.758 -3.606 0.04
H 2.252 -2.678 -3.393 0.07
H 2.216 -0.877 -3.308 0.05
C 1.672 -1.797 -3.076 -0.27
H 0.164 -3.976 -1.376 0.04
H 1.896 -4.192 -1.780 0.07
H 3.712 -2.594 -1.332 0.08
H 3.239 -1.979 0.292 -0.02
H 1.349 -3.980 -0.084 0.05
H 3.559 -0.839 -0.983 -0.02
C 1.604 2.946 2.735 -0.22
O 1.353 3.089 3.848 0.03
Cl -2.592 -1.170 -2.160 -0.02
N -4.312 4.314 2.580 0.18
C -3.521 3.364 2.004 -0.26
C -3.648 3.066 0.634 0.02
C -2.914 2.046 0.074 -0.12
N -2.042 1.292 0.821 -0.19
C -1.869 1.614 2.143 -0.12
C -2.583 2.622 2.743 0.02
H -4.977 4.844 2.017 0.14
H -4.217 4.545 3.567 0.14
H -4.357 3.619 0.028 0.13
H -3.004 1.734 -0.973 0.10
H -1.150 1.003 2.686 0.08
H -2.475 2.842 3.800 0.13
```


Entry 2:
Computed, not measured: a molecular structure, C9H15GaINO3P, with ωB97M-V with the def2-TZVPD basis set.

## Properties
- LUMO (eV) = 1.460
- total energy (Ha) = -3196.15905
- gap between HOMO and LUMO (eV) = 5.817
- E_HOMO (eV) = -4.357
- charge = -1

```
31
Properties=species:S:1:pos:R:3:lowdin_charge:R:1
O 3.774 -2.971 -0.902 -0.64
P 4.077 -1.791 -1.802 0.44
Ga 2.283 -1.264 -3.265 0.21
C 0.725 -0.487 -2.171 -0.34
C 0.204 -1.674 -1.251 -0.40
C -0.621 -2.575 -2.169 -0.69
I -0.106 -4.660 -1.995 0.65
H 4.558 -0.677 -1.050 -0.08
H 5.211 -2.125 -2.602 -0.08
H 1.794 -2.665 -3.876 -0.10
H 2.758 -0.300 -4.465 -0.14
H 1.039 0.372 -1.599 0.00
H -0.110 -0.228 -2.819 0.03
H 1.083 -2.180 -0.871 0.04
H -0.385 -1.292 -0.425 0.07
H -1.678 -2.480 -1.955 0.03
H -0.448 -2.314 -3.201 0.00
C -2.425 2.516 4.312 -0.08
C -3.001 3.064 3.175 -0.08
C -2.491 2.762 1.922 -0.01
C -1.408 1.909 1.832 -0.14
C -0.818 1.357 2.952 0.00
C -1.333 1.667 4.201 -0.07
N -0.870 1.567 0.502 -0.33
O -1.403 2.081 -0.465 0.08
O 0.061 0.793 0.465 0.08
H -2.829 2.751 5.289 0.10
H -3.852 3.727 3.262 0.10
H -2.933 3.183 1.032 0.12
H 0.029 0.694 2.855 0.12
H -0.883 1.240 5.087 0.11
```


Entry 3:
Computed, not measured: a molecular structure, C9H15N2, with ωB97M-V with the def2-TZVPD basis set.

## Properties
- LUMO (eV) = -5.666
- total energy (Ha) = -461.05785
- gap between HOMO and LUMO (eV) = 7.203
- E_HOMO (eV) = -12.870
- energy above the lowest of the compared OMol25 structures with the same formula, charge and spin (kJ/mol) = 372.8
- charge = +1

```
26
Properties=species:S:1:pos:R:3:lowdin_charge:R:1
C -0.415 -1.511 3.383 -0.04
C 0.543 -0.667 2.849 -0.04
C -1.590 -1.770 2.699 -0.04
C 0.332 -0.057 1.614 -0.03
C -1.828 -1.172 1.463 -0.02
C -0.845 -0.352 0.991 -0.03
C -1.369 0.874 -1.038 0.08
C 2.201 1.107 -2.159 -0.07
C -0.109 1.510 -1.527 -0.21
N 0.581 -0.679 -2.069 0.04
N 0.995 0.573 -1.549 -0.31
H -0.247 -1.969 4.347 0.12
H 1.459 -0.464 3.382 0.12
H -2.340 -2.427 3.111 0.12
H 1.070 0.602 1.192 0.12
H -2.747 -1.361 0.932 0.13
H -1.754 0.108 -1.702 0.12
H -1.062 0.219 -0.064 0.04
H -2.122 1.577 -0.703 0.13
H 3.001 0.377 -2.042 0.09
H 2.074 1.320 -3.228 0.09
H 2.488 2.021 -1.645 0.09
H 0.192 2.363 -0.914 0.14
H -0.349 1.890 -2.539 0.15
H 1.190 -1.401 -1.694 0.10
H 0.652 -0.713 -3.089 0.10
```


Entry 4:
Computed, not measured: a gas-phase ion, C9H15N2 (charge +1), with ωB97M-V with the def2-TZVPD basis set.

## Properties
- LUMO (spin up / spin down) (eV) = -3.138 / -7.202
- total energy (Ha) = -461.03832
- 2S+1 = 3
- gap between HOMO and LUMO (spin up / spin down) (eV) = 6.669 / 6.875
- E_HOMO (spin up / spin down) (eV) = -9.807 / -14.077
- energy above the lowest of the compared OMol25 structures with the same formula, charge and spin (kJ/mol) = 0.0
- ⟨S²⟩ = 2.01
- charge = +1

```
26
Properties=species:S:1:pos:R:3:lowdin_charge:R:1
C 3.064 0.261 0.378 -0.09
C 2.499 -0.446 -0.688 0.02
C 2.187 0.647 1.426 0.02
C 0.832 0.386 1.206 -0.08
C 1.149 -0.759 -0.837 -0.23
C -1.854 -0.424 1.321 -0.05
C -1.257 1.582 0.171 -0.05
C -1.840 -0.360 -1.244 -0.02
C -1.160 0.093 0.077 -0.54
N 0.327 -0.161 0.094 0.01
N 0.682 -1.481 -1.871 0.25
H 4.205 0.505 0.547 0.15
H 3.206 -0.871 -1.474 0.16
H 2.503 1.228 2.350 0.16
H 0.131 0.550 2.073 0.14
H -1.496 -1.486 1.601 0.13
H -1.875 0.045 2.374 0.12
H -2.844 -0.367 0.967 0.07
H -0.367 2.067 -0.222 0.11
H -1.255 1.953 1.175 0.09
H -2.005 2.068 -0.395 0.09
H -1.811 -1.440 -1.345 0.07
H -2.851 0.157 -1.266 0.13
H -1.196 0.133 -2.068 0.12
H 1.305 -2.004 -2.355 0.09
H -0.280 -1.878 -1.996 0.14
```


Entry 5:
Computed, not measured: a gas-phase ion, C9H15N2O (charge +1), with ωB97M-V with the def2-TZVPD basis set.

## Properties
- LUMO (eV) = -3.978
- total energy (Ha) = -536.35397
- SMILES = C[C@@H]1CO[C@H]2C=CC=N[C@@]2(C)[NH2+]1
- gap between HOMO and LUMO (eV) = 9.114
- E_HOMO (eV) = -13.092
- energy above the lowest of the compared OMol25 structures with the same formula, charge and spin (kJ/mol) = 292.2
- charge = +1

```
27
Properties=species:S:1:pos:R:3:lowdin_charge:R:1
C -3.151 -0.430 0.616 -0.05
C -2.538 -1.197 -0.323 0.01
C -2.496 0.623 1.350 -0.12
C 1.081 -1.726 -0.048 -0.14
C -1.094 -1.010 -0.715 -0.17
C 1.443 -0.445 0.735 -0.25
C -0.777 0.609 -0.058 -0.43
C 2.961 -0.216 0.778 -0.01
C -1.358 1.641 -0.988 0.01
N -1.250 0.922 1.229 0.12
N 0.746 0.673 -0.066 0.14
O -0.314 -2.007 -0.084 -0.05
H -4.250 -0.649 0.706 0.14
H -3.160 -1.855 -0.908 0.12
H -3.033 1.080 2.254 0.15
H 1.678 -1.554 -1.027 0.17
H 1.508 -2.596 0.428 0.14
H -0.947 -0.882 -1.816 0.17
H 0.892 -0.281 1.713 0.17
H 3.315 -1.229 0.947 0.10
H 3.291 0.475 1.592 0.11
H 3.320 0.163 -0.113 0.06
H -1.369 2.694 -0.747 0.10
H -2.359 1.220 -0.807 0.09
H -0.903 1.481 -1.988 0.11
H 1.006 1.521 0.306 0.14
H 1.051 0.684 -1.024 0.17
```


Entry 6:
Computed, not measured: a gas-phase ion, C9H15N2S (charge +1), with ωB97M-V with the def2-TZVPD basis set.

## Properties
- LUMO (eV) = -3.421
- total energy (Ha) = -859.36479
- SMILES = CC(C)(C)C(=[NH2+])Nc1ccsc1
- gap between HOMO and LUMO (eV) = 9.167
- E_HOMO (eV) = -12.588
- energy above the lowest of the compared OMol25 structures with the same formula, charge and spin (kJ/mol) = 13.4
- charge = +1

```
27
Properties=species:S:1:pos:R:3:lowdin_charge:R:1
C -0.916 -1.771 -2.302 -0.15
C -0.611 -2.785 -3.183 -0.39
C 1.047 -2.782 -1.336 -0.31
C 0.005 -1.867 -1.194 -0.36
C -0.040 0.346 -0.077 -0.18
C 0.301 2.728 0.802 -0.05
C -1.215 0.981 2.019 0.04
C 1.280 0.741 1.965 -0.05
C 0.135 1.259 1.140 -0.50
N 0.051 -1.059 0.001 0.15
N -0.340 0.882 -1.264 0.24
S 0.765 -3.751 -2.776 1.04
H -1.878 -1.255 -2.113 0.14
H -1.264 -3.039 -4.017 0.09
H 1.862 -3.038 -0.608 0.10
H 0.438 3.338 1.795 0.14
H 1.328 2.799 0.319 0.11
H -0.555 3.087 0.165 0.10
H -0.826 0.419 2.806 0.06
H -1.663 1.962 2.300 0.11
H -1.874 0.394 1.453 0.06
H 2.215 0.798 1.493 0.09
H 1.255 -0.235 2.272 0.06
H 1.320 1.282 2.845 0.09
H 0.531 -1.407 0.862 0.17
H -0.923 1.729 -1.375 0.16
H -0.428 0.243 -1.992 0.06
```